[1]
DFT (the ωB97M-V functional and the def2-TZVPD basis) results for a molecular structure, C19H23Cl2IrN at a distorted geometry.

Geometry as XYZ:
```
46
C19H23Cl2IrN (the ωB97M-V functional and the def2-TZVPD basis)
C 0.23175 0.76240 -6.68282
C 1.57652 1.19466 -6.23383
C -0.03019 -0.69379 -6.75338
C -0.91261 1.64695 -6.36140
Cl -0.06114 0.05995 -3.03013
H -0.06657 -1.12547 -7.75979
H -0.98690 -0.95269 -6.27624
H 0.72893 -1.26797 -6.20202
H 2.23769 1.58135 -7.01777
H 2.12645 0.37334 -5.75076
H 1.51352 1.98490 -5.47090
H -1.32499 2.21614 -7.20223
H -0.64868 2.38665 -5.59088
H -1.75389 1.07920 -5.93621
C 1.26886 -1.00796 0.52711
C 1.04693 -2.13607 -0.36010
C 1.57044 -1.78817 -1.64236
H 0.57760 -3.07718 -0.09284
C 2.16487 -0.46748 -1.54570
C 1.94202 0.02232 -0.23671
H 2.20462 1.00924 0.13867
H 1.04403 -0.97035 1.58583
H 1.47737 -2.38381 -2.54408
H 2.60492 0.09958 -2.36122
C -1.51185 1.15049 -0.11239
C -1.54567 -0.09206 0.62146
C -2.08010 -1.10660 -0.25819
H -1.28782 -0.21631 1.67180
C -2.35971 -0.49199 -1.50779
C -2.05039 0.91770 -1.39910
H -2.10524 1.65664 -2.19604
H -1.11408 2.09406 0.26181
H -2.24322 -2.15622 -0.00525
H -2.67940 -1.01357 -2.41253
Ir -0.14695 -0.43788 -0.88004
Cl -1.45457 3.47970 5.04967
C -0.18919 2.61451 4.30261
C 1.10153 2.61197 4.84319
C 2.09469 1.88911 4.17387
C 1.75063 1.19137 3.01079
N 0.51129 1.17069 2.51985
C -0.44414 1.88427 3.12071
H 1.29803 3.16818 5.75249
H 3.12600 1.84278 4.52577
H 2.50560 0.62471 2.47560
H -1.44430 1.88590 2.69117
```

## Properties
total charge = +2
spin multiplicity = 6
expectation value of S² = 8.7915
ΔE to the lowest compared entry with this formula, charge and spin = 0.0 kcal/mol
LUMO level (alpha / beta) = -7.437 / -11.751 eV
E_HOMO (alpha / beta) = -10.7 / -15.4 eV
orbital gap (alpha / beta) = 3.29 / 3.68 eV
F_max = 0.0806 hartree/bohr

natural (NBO) population analysis, charges in e, atoms 1 to 4: number 1, C, carries 0.105; number 2, C, carries -0.666; number 3, C, carries -0.667; number 4, C, carries -0.667



[2]
DFT (the ωB97M-V functional and the def2-TZVPD basis) results for a single C19H23Cl2N3O3 molecule.

Geometry as XYZ:
```
50
C19H23Cl2N3O3 (the ωB97M-V functional and the def2-TZVPD basis)
C 4.61733 -2.10255 0.70888
C 3.74036 -1.15740 1.51769
O 3.02966 -0.25536 0.67223
C 1.88900 -0.69154 0.12300
O 1.43168 -1.79896 0.35856
C 1.28068 0.29261 -0.77313
C 1.88870 1.54908 -0.94795
N 1.42072 2.50358 -1.69604
C 0.36393 2.22451 -2.48545
C -0.05786 3.20711 -3.41163
Cl 0.71179 4.73747 -3.38108
C -1.02913 2.94677 -4.34527
C -1.58565 1.66668 -4.39467
Cl -2.72426 1.30193 -5.64252
C -1.24400 0.69542 -3.48530
C -0.31200 0.97322 -2.47091
C 0.06063 0.03242 -1.44342
N -0.66538 -1.03975 -1.11838
C -2.06781 -1.28373 -1.33235
C -2.75872 -1.67118 -0.02338
C -2.81769 -0.49939 0.96037
N -1.53677 -0.27727 1.61178
C -1.38099 -1.11533 2.78987
C 0.00802 -0.90467 3.38641
O 0.21826 0.44371 3.73488
C 0.05765 1.27316 2.60970
C -1.32742 1.11313 1.98216
H 3.99816 -2.74043 0.08265
H 5.19758 -2.72641 1.38256
H 5.29480 -1.53561 0.07492
H 3.02572 -1.72765 2.12071
H 4.34219 -0.51763 2.16617
H 2.79187 1.77793 -0.40053
H -1.32891 3.70285 -5.05239
H -1.64560 -0.29586 -3.60640
H -0.22997 -1.61986 -0.40079
H -2.19516 -2.09819 -2.05790
H -2.54603 -0.38352 -1.72331
H -2.23508 -2.51234 0.43126
H -3.77610 -1.98982 -0.25554
H -3.08806 0.40607 0.41053
H -3.61196 -0.68404 1.70311
H -1.49323 -2.16277 2.50569
H -2.14355 -0.87222 3.55269
H 0.12411 -1.48101 4.30590
H 0.75834 -1.22827 2.65352
H 0.20133 2.29695 2.95896
H 0.82307 1.03779 1.85634
H -1.38479 1.73278 1.08381
H -2.08946 1.45755 2.70397
```

## Properties
SMILES = CCOC(=O)c1cnc2c(Cl)cc(Cl)cc2c1NCCCN1CCOCC1
ΔE to the lowest compared entry with this formula, charge and spin = 0.2 kcal/mol
LUMO level = -0.043 eV
E_HOMO = -8.0 eV
orbital gap = 7.98 eV
F_max = 0.0122 hartree/bohr

natural (NBO) population analysis, charges in e, atoms 1 to 4: number 1, C, carries -0.634; number 2, C, carries -0.072; number 3, O, carries -0.509; number 4, C, carries 0.802



[3]
DFT (the ωB97M-V functional and the def2-TZVPD basis) results for a molecular structure, C19H23ClN3O11S2Sr.

Geometry as XYZ:
```
60
C19H23ClN3O11S2Sr (the ωB97M-V functional and the def2-TZVPD basis)
Sr 0.50774 -0.53761 -1.07154
O 0.93554 -1.13110 1.50284
C 1.95772 -0.76149 2.06331
C 3.30910 -0.71820 1.54667
C 4.29155 -0.35447 2.46601
C 5.61835 -0.31878 2.11408
C 6.00960 -0.64300 0.79855
C 5.07298 -0.99166 -0.12267
C 3.66706 -1.04391 0.18467
O 2.83297 -1.34990 -0.71047
N 6.61203 0.04889 3.09148
O 7.78270 0.08170 2.73849
O 6.24769 0.30610 4.22981
H 1.88395 -0.42390 3.11472
H 4.01128 -0.09910 3.48038
H 7.05941 -0.60549 0.54424
H 5.35371 -1.23961 -1.13781
O -0.13136 1.32988 -2.97623
Cl -0.45352 0.25950 -3.90123
O -0.37658 0.70226 -5.25328
O -1.76201 -0.25024 -3.58388
O 0.52636 -0.79613 -3.64836
C -4.30455 -2.64438 -1.43991
C -3.15572 -1.76028 -0.98300
N -2.59076 -2.20871 0.28403
C -1.50648 -2.99318 0.41376
S -0.67614 -3.63058 -0.91590
N -1.12028 -3.23694 1.68307
C 0.09045 -3.96607 2.03692
C -0.13646 -5.46786 2.10885
H -4.68809 -2.29118 -2.39795
H -5.12133 -2.63816 -0.71538
H -3.95781 -3.67066 -1.56585
H -3.46896 -0.72693 -0.84581
H -2.37611 -1.76289 -1.74089
H -2.87197 -1.68373 1.09787
H -1.47961 -2.61063 2.38606
H 0.41467 -3.58012 3.00389
H 0.86730 -3.72901 1.31074
H -0.92920 -5.70828 2.81950
H 0.77834 -5.97033 2.42776
H -0.41691 -5.85177 1.12870
C -3.01518 6.49608 -2.29684
C -2.45571 5.30414 -1.56642
C -1.43884 5.45612 -0.62696
C -0.92902 4.36424 0.05409
C -1.44064 3.10001 -0.19970
C -2.44675 2.92578 -1.13515
C -2.94857 4.02792 -1.81188
S -0.74200 1.71073 0.64967
O -1.44903 0.52559 0.12326
O -0.92521 1.93086 2.06130
O 0.66302 1.66610 0.21096
H -2.29265 7.31144 -2.33230
H -3.91381 6.87017 -1.80039
H -3.28729 6.23658 -3.32015
H -1.03251 6.44307 -0.43670
H -0.12857 4.48294 0.77301
H -2.80267 1.92851 -1.35295
H -3.72124 3.88765 -2.55909
```

## Properties
total charge = -1
ΔE to the lowest compared entry with this formula, charge and spin = 0.0 kcal/mol
LUMO level = 2.215 eV
E_HOMO = -5.9 eV
orbital gap = 8.16 eV
F_max = 0.0125 hartree/bohr

natural (NBO) population analysis, charges in e, atoms 1 to 4: number 1, Sr, carries 1.836; number 2, O, carries -0.658; number 3, C, carries 0.459; number 4, C, carries -0.334